[1]
Density functional theory data (the ωB97M-V functional and the def2-TZVPD basis) for a molecular structure, C17H38Cl3N2O4PSc at a distorted geometry.

- Relative energy (zero: lowest compared OMol25 entry of this formula, charge and spin): 20.7 kcal per mole
- DFT total energy: -96969.8854 eV
- Frontier orbital gap: 9.395 eV
- Charge: +1
- Maximum force: 3.70 eV/Å

Cartesian coordinates (Å):
Sc -0.279 -0.594 -0.236
Cl 0.646 -2.572 -4.352
Cl 0.329 0.098 -5.426
Cl 2.780 -0.655 -4.050
P 1.561 1.570 0.282
O 0.659 0.780 -2.444
O -1.395 1.197 -0.861
O 1.332 -1.497 0.117
O -0.329 -1.160 -2.183
N -1.428 -0.299 1.897
N -2.374 -1.950 -0.366
C 0.729 3.937 -1.090
C -2.419 2.123 -1.227
C 0.882 3.312 0.294
C 0.659 -2.524 0.359
C -0.714 -1.009 2.967
C 1.432 -3.796 0.626
C -2.171 -3.276 -0.976
C -3.398 -1.272 -1.176
C 1.030 -0.876 -4.116
C 4.074 0.765 -0.837
C -1.510 1.113 2.300
C 3.002 1.849 -0.860
C -2.875 -2.131 1.007
C -2.799 -0.835 1.813
C 2.997 0.273 2.378
C 2.428 1.620 1.939
C 0.413 -0.376 -2.804
H -3.621 -0.283 -0.786
H 0.950 -4.398 1.391
H -0.503 1.510 2.423
H 4.697 0.856 0.049
H -2.273 -2.902 1.496
H -2.030 1.700 1.547
H -3.282 1.968 -0.576
H 0.355 3.224 -1.822
H -4.330 -1.853 -1.192
H 1.546 3.928 0.905
H 3.266 0.293 3.431
H -1.202 -0.843 3.936
H 1.423 -4.375 -0.300
H -2.731 1.979 -2.265
H -3.037 -1.168 -2.199
H -2.044 1.221 3.253
H -3.193 -1.021 2.822
H -1.832 -3.149 -2.004
H 2.471 -3.591 0.900
H -3.922 -2.475 1.002
H -2.065 3.149 -1.101
H 2.270 -0.527 2.223
H -3.431 -0.080 1.345
H 0.306 -0.642 3.040
H 3.447 2.814 -0.599
H 3.218 2.376 1.897
H -0.685 -2.078 2.769
H -0.665 1.334 -1.516
H -3.109 -3.848 -0.979
H -0.087 3.279 0.801
H -1.411 -3.831 -0.427
H 1.682 4.309 -1.453
H 2.581 1.916 -1.864
H 4.722 0.861 -1.707
H 3.887 0.016 1.814
H 1.694 1.963 2.674
H 0.046 4.782 -1.041
H 3.629 -0.229 -0.861

Cartesian forces (eV/Å) of the 3 atoms listed first:
Sc -3.1401 0.2744 0.9482
Cl 0.0876 -0.1853 -0.2307
Cl 0.0467 -0.0606 0.0873

---

[2]
Density functional theory data (the ωB97M-V functional and the def2-TZVPD basis) for C3H5ClN2O in the gas phase at a distorted geometry.

- Relative energy (zero: lowest compared OMol25 entry of this formula, charge and spin): 75.2 kcal per mole
- DFT total energy: -20739.3551 eV
- Frontier orbital gap: 8.915 eV
- Charge: 0
- Maximum force: 3.60 eV/Å

Cartesian coordinates (Å):
Cl -2.072 -0.458 1.056
O -1.594 -0.406 -1.881
N -0.891 0.761 -1.714
N 1.763 0.005 0.920
C -0.330 0.830 -0.563
C 0.534 -0.444 1.290
C -0.485 -0.128 0.458
H 1.849 -0.117 -0.130
H 0.376 1.652 -0.336
H 2.549 -0.428 1.363
H 0.514 -1.081 2.222
H -2.212 -0.186 -2.685

Cartesian forces (eV/Å) of the 3 atoms listed first:
Cl -0.7392 -0.3398 -0.0658
O -2.0576 0.4482 -2.2287
N 0.6239 1.0843 0.2092

---

[3]
Density functional theory data (the ωB97M-V functional and the def2-TZVPD basis) for C6H10O in the gas phase.

- Relative energy (zero: lowest compared OMol25 entry of this formula, charge and spin): 7.7 kcal per mole
- DFT total energy: -8430.9070 eV
- Frontier orbital gap: 10.672 eV
- Charge: 0
- Maximum force: 0.39 eV/Å

Cartesian coordinates (Å):
O -0.606 -1.659 -0.944
C 0.111 1.214 -0.503
C 1.959 -0.517 0.342
C -1.787 0.063 0.280
C 0.555 0.062 0.421
C -0.628 -0.916 0.275
C -1.374 1.245 -0.186
H 2.155 -1.094 -0.565
H -1.998 2.125 -0.315
H 0.262 0.964 -1.565
H 0.638 2.157 -0.322
H 2.708 0.280 0.427
H -0.641 -1.665 1.074
H -1.073 -1.128 -1.603
H 2.107 -1.183 1.203
H 0.451 0.473 1.433
H -2.800 -0.205 0.566

Cartesian forces (eV/Å) of the 3 atoms listed first:
O -0.0375 0.0641 -0.1489
C 0.0881 0.0011 0.0478
C -0.0068 -0.0288 -0.0503

---

[4]
Density functional theory data (the ωB97M-V functional and the def2-TZVPD basis) for a molecular structure, C15H28ILuN4OSi at a distorted geometry.

- DFT total energy: -73608.3698 eV
- Frontier orbital gap (spin up / spin down): 2.167 / 2.165 eV
- Charge: -2
- Maximum force: 4.88 eV/Å

Cartesian coordinates (Å):
Lu 1.164 -0.018 -1.697
I 0.136 1.272 -3.788
Si 1.399 1.021 2.098
O -2.030 -0.964 -1.842
N -0.022 -2.892 0.042
N 1.967 1.931 -0.634
N -1.900 -2.148 0.876
N -0.110 2.239 -0.071
C 1.717 -1.230 -3.513
C -3.001 -1.276 1.244
C -1.483 2.002 0.359
C 1.155 -0.790 2.449
C 0.992 1.490 0.286
C 3.313 1.398 -0.800
C 0.227 3.225 -0.951
C -0.384 -3.747 1.049
C 1.234 -2.882 -0.680
C 3.226 1.207 2.442
C 0.350 1.994 3.276
C -1.570 -3.310 1.559
C 1.525 3.064 -1.301
C -0.983 -1.121 -1.251
C -0.878 -1.816 0.028
H -2.122 2.759 -0.108
H -0.693 1.628 3.287
H -3.838 -1.889 1.601
H -2.211 -3.762 2.295
H -2.714 -0.596 2.059
H 3.408 0.771 -1.720
H 0.195 -4.629 1.289
H 0.339 3.064 3.017
H 3.650 2.173 2.145
H 0.094 -1.037 2.521
H 1.086 -2.114 -3.601
H 1.045 -2.634 -1.741
H 3.639 0.820 0.055
H 1.967 -2.183 -0.227
H -3.312 -0.683 0.380
H 4.008 2.238 -0.895
H 2.121 -0.958 -4.497
H 3.816 0.413 1.959
H 0.758 1.870 4.301
H 1.649 -1.443 1.713
H 3.416 1.091 3.521
H 1.627 -1.012 3.396
H 2.190 3.611 -1.946
H -0.513 3.943 -1.275
H -1.806 0.995 0.068
H 1.663 -3.893 -0.634
H 2.629 -1.345 -2.860
H -1.524 2.080 1.440

Cartesian forces (eV/Å) of the 3 atoms listed first:
Lu -1.7459 -0.8862 1.2806
I -1.3940 2.0220 -1.9332
Si -0.1390 0.2558 -1.9440

---

Number 4 is which compound? C15H28ILuN4OSi

---

Among the records above, which one has the highest charge? C17H38Cl3N2O4PSc